No. 1
Molecular formula: C13H24AgCl3N3NbO3
Method: DFT, wB97M-V/def2-TZVPD

Structure (XYZ):
```
48
Properties=species:S:1:pos:R:3:forces:R:3
N 1.9775 -0.4319 0.1280 -2.2 0.5 -1.3
C 2.9257 -0.7943 0.8044 2.9 -1.1 2.3
O 3.8484 -1.1255 1.4624 -2.7 1.0 -2.1
Ag 0.5866 1.0857 -3.1962 0.6 0.0 -0.9
Nb 0.0812 -0.0612 -0.3634 1.4 -1.5 2.8
N -0.6258 -1.6893 -1.2615 0.9 2.8 0.6
N -0.1896 1.7364 -1.2922 -0.7 -1.0 0.9
C -0.4090 -3.1062 -0.8917 0.0 -1.0 0.4
C 0.4376 3.0678 -1.0535 0.3 0.7 -0.2
C 0.8003 -3.5925 -1.6815 0.2 0.0 -0.2
C -1.6589 -3.9148 -1.2371 -0.2 -0.1 -0.2
C -0.1514 -3.2770 0.5989 0.0 0.1 0.4
C 0.1515 3.9666 -2.2705 0.0 -0.1 0.3
C -0.1429 3.7291 0.1878 -0.1 0.2 0.3
C 1.9344 2.8396 -0.8898 0.0 0.2 0.1
H 0.6001 -3.5252 -2.7556 0.2 -0.2 0.1
H 1.0201 -4.6382 -1.4228 -0.1 0.3 -0.2
H 1.6765 -2.9713 -1.4515 -0.1 -0.2 0.0
H -2.5331 -3.4697 -0.7486 0.0 -0.2 -0.1
H -1.5436 -4.9460 -0.8757 0.0 0.4 -0.1
H -1.8257 -3.9620 -2.3183 -0.1 -0.1 0.2
H 0.7258 -2.7306 0.9710 -0.2 -0.1 -0.2
H 0.0226 -4.3493 0.8013 -0.1 0.5 -0.1
H -1.0306 -2.9734 1.1841 0.2 0.0 -0.1
H 0.5567 3.5222 -3.1934 0.0 0.2 0.0
H 0.6440 4.9400 -2.1226 -0.2 -0.3 -0.2
H -0.9280 4.1221 -2.3976 0.3 0.1 0.0
H -1.1923 4.0123 0.0367 0.3 0.1 0.2
H 0.4171 4.6563 0.3892 -0.2 -0.4 0.0
H -0.0651 3.0790 1.0699 0.0 0.2 -0.2
H 2.1478 2.2049 -0.0138 0.0 0.3 -0.3
H 2.4313 3.8162 -0.7657 -0.1 -0.5 0.0
H 2.3522 2.3484 -1.7841 0.1 0.1 0.1
C -1.6833 1.7011 -1.2600 0.2 0.1 -0.8
H -2.0004 0.7241 -0.8158 -0.5 0.2 -0.1
H -2.1089 2.5220 -0.6738 0.2 -0.5 0.1
H -2.0970 1.7555 -2.2807 -0.1 -0.2 0.5
C -1.2575 -1.5006 -2.5759 -0.4 -0.1 -0.2
H -2.3577 -1.5138 -2.4962 0.4 -0.1 -0.1
H -0.9709 -0.5374 -3.0423 -0.2 -0.3 0.2
H -0.9240 -2.3024 -3.2494 -0.2 0.4 0.1
Cl 0.1783 -0.1439 5.4513 -0.2 0.2 -0.5
C -0.4763 0.4533 3.9356 0.1 -0.3 -0.3
Cl -2.2508 0.2879 3.8774 0.4 0.1 0.1
Cl 0.0111 2.1512 3.6442 -0.1 -0.3 0.3
C 0.0835 -0.3654 2.7247 1.3 -1.6 1.1
O 0.8398 -1.3141 2.8192 -1.5 2.1 -0.4
O -0.3703 0.1280 1.5539 0.0 -0.3 -2.4
```
Forces are in eV/Å.

## Properties
* relative energy (zero: lowest compared OMol25 entry of this formula, charge and spin): 0.0 kcal/mol
* frontier orbital gap: 7.0 eV
* net charge: +2
* electronic energy: -2483.6909 Ha

***

No. 2
Molecular formula: C13H24AlI2O3S3Ti
Method: DFT, wB97M-V/def2-TZVPD

Structure (XYZ):
```
47
Properties=species:S:1:pos:R:3:forces:R:3
I 3.2551 0.4314 0.8690 -0.2 0.8 0.6
I 4.2581 -1.1249 -0.9700 -0.1 -0.4 -0.5
Al -0.1081 -1.1650 -1.5281 1.4 0.8 0.0
Ti -0.3565 0.8002 0.5282 3.7 0.0 2.6
S 0.5118 1.0109 -1.6208 0.1 -0.7 -0.4
S -0.3599 -1.4678 0.6063 -0.7 -1.2 -0.2
C -1.9296 1.6257 -0.2647 -7.4 6.0 -3.3
C 0.4640 1.9828 -3.4191 -0.3 1.9 -2.0
C 0.5159 -2.9164 1.9157 1.6 -1.7 1.5
C 0.6157 0.9612 -4.5160 0.1 -0.9 0.7
C -0.8762 2.7039 -3.4841 -0.5 -0.2 0.7
C 1.6448 2.9207 -3.2742 0.1 -0.2 0.8
C 1.3634 -3.7831 0.9916 -0.4 0.6 -0.8
C -0.7088 -3.5844 2.5247 -0.2 0.9 -0.9
C 1.3600 -2.1305 2.8816 0.1 1.1 -0.2
C -1.9281 -1.0394 -2.2253 1.5 3.1 -4.4
C -2.8867 -1.7289 -1.4168 -8.3 -4.2 2.6
O -2.7552 2.3825 -0.6502 4.7 -4.6 2.1
O -2.1253 -0.1851 -3.1431 -0.7 -3.6 3.7
O -3.7348 -2.3811 -0.9254 5.6 3.8 -2.7
H -0.2526 0.2987 -4.5080 0.1 0.0 -0.3
H 1.5216 0.3768 -4.3547 0.1 0.0 -0.3
H 0.6868 1.4307 -5.5112 -0.1 0.1 0.5
H -1.6976 1.9677 -3.4769 0.2 0.5 -0.2
H -0.9665 3.3095 -4.4175 0.3 -0.5 0.6
H -1.0247 3.3781 -2.6225 0.2 -0.1 -0.5
H 1.4999 3.5961 -2.4246 0.0 0.1 -0.3
H 1.7413 3.5171 -4.1906 -0.1 -0.2 0.1
H 2.5780 2.3823 -3.1077 0.1 0.0 -0.2
H 1.8470 -4.5714 1.6072 -0.3 0.4 -0.2
H 2.1568 -3.1873 0.4709 -0.6 -0.6 0.6
H 0.7058 -4.2683 0.2491 0.5 -0.1 0.3
H -0.3456 -4.3609 3.2159 0.0 0.2 -0.2
H -1.2933 -4.0500 1.7184 0.0 -0.1 0.5
H -1.3233 -2.8532 3.0831 0.2 -0.5 -0.2
H 1.8403 -2.8465 3.5753 -0.3 0.1 -0.3
H 0.7551 -1.4250 3.4684 0.2 -0.4 0.0
H 2.1644 -1.5372 2.3929 -0.5 -0.8 0.3
C -0.8522 0.4450 4.1868 -0.6 0.0 -0.1
S -1.4519 1.3532 2.7042 0.3 0.0 0.0
C -0.6327 2.9880 2.8806 -0.6 0.0 -0.3
H -1.0654 -0.6137 4.0539 -0.1 0.1 0.0
H -1.4836 0.8432 4.9834 0.1 -0.1 0.1
H 0.1926 0.6255 4.3836 0.3 0.1 -0.1
H -1.4274 3.7116 2.6926 0.2 0.2 0.1
H -0.2747 3.0583 3.9055 0.1 0.1 0.0
H 0.1824 3.1189 2.1623 0.1 0.1 0.2
```
Forces are in eV/Å.

## Properties
* <S²>: 0.76
* frontier orbital gap (spin up / spin down): 4.1 / 4.0 eV
* net charge: +4
* electronic energy: -3615.5963 Ha
* 2S+1: 2

***

No. 3
Molecular formula: C13H24BiI2N2O4S2Tl
Method: DFT, wB97M-V/def2-TZVPD

Structure (XYZ):
```
49
Properties=species:S:1:pos:R:3:forces:R:3
I -0.4232 -3.5186 -1.0493 -0.2 0.1 -1.2
I -0.7114 -2.8796 -3.8379 -0.1 -0.8 1.4
Tl 0.0695 1.8319 -3.0950 0.2 1.3 -0.6
Bi 0.0247 -0.6371 -0.1648 -1.0 -0.2 1.3
S 1.4016 -0.7466 -2.4311 0.2 0.2 0.0
S -1.7379 -0.3300 -2.1070 0.0 0.3 -0.6
C 2.1799 0.8357 1.5637 0.6 -0.1 2.8
C 3.2068 -0.9932 -2.2179 0.7 0.0 -0.3
C -3.5091 -0.1121 -1.7021 -1.0 -0.7 0.5
C 3.7158 -0.8602 -3.6537 -0.4 0.0 -0.3
C 3.7934 0.0972 -1.3289 -0.2 0.3 0.2
C 3.4206 -2.3960 -1.6563 -0.4 -0.4 0.0
C -4.3612 -0.3910 -2.9318 0.5 -0.2 -0.7
C -3.6102 1.3320 -1.2265 0.8 0.4 0.5
C -3.8444 -1.0743 -0.5783 0.2 -0.3 0.3
C 2.1677 4.0493 -2.3886 3.0 0.3 0.7
C -1.1275 4.3360 -2.1900 -1.9 2.6 0.7
O 2.5918 0.8186 2.6237 -0.8 0.1 -2.6
O 3.2553 4.2539 -2.1035 -2.9 -0.4 -0.8
O -1.7302 5.2680 -1.9238 1.8 -2.6 -0.7
H 3.4035 0.1026 -4.0811 0.3 -0.2 0.0
H 3.3134 -1.6618 -4.2843 0.3 0.1 0.0
H 4.8073 -0.8969 -3.6495 0.0 -0.1 0.0
H 3.7230 1.0747 -1.8408 0.2 -0.3 0.4
H 4.8572 -0.1711 -1.1728 -0.5 0.3 0.0
H 3.2681 0.1520 -0.3571 0.6 -0.1 -0.5
H 2.9675 -2.5226 -0.6709 0.1 0.1 0.2
H 4.5000 -2.5724 -1.5626 -0.2 0.0 -0.1
H 2.9804 -3.1539 -2.3175 0.3 0.1 0.1
H -5.4023 -0.1548 -2.6928 0.1 0.0 0.1
H -4.3098 -1.4432 -3.2251 -0.1 0.1 0.1
H -4.0702 0.2119 -3.7963 -0.1 0.1 0.1
H -4.6804 1.5766 -1.1398 0.3 0.0 -0.1
H -3.1092 2.0287 -1.9141 -0.5 0.0 0.1
H -3.1253 1.3912 -0.2390 -0.3 0.3 -0.3
H -4.8972 -0.9346 -0.3152 0.1 -0.2 0.0
H -3.2263 -0.8514 0.2941 -0.2 0.1 0.2
H -3.6537 -2.1144 -0.8665 -0.4 0.1 0.0
C -3.4730 0.9444 3.8739 -0.9 -1.2 0.7
N -2.6766 1.9305 3.2228 1.2 1.0 -1.2
C -1.8535 1.7241 2.1843 -0.9 0.1 0.9
N -1.2565 2.8530 1.6795 0.7 -0.7 -0.4
O -1.7049 0.5815 1.6589 1.0 -0.3 -1.0
H -3.2259 -0.0455 3.4480 -0.2 0.5 0.4
H -4.5503 1.1503 3.7478 0.5 -0.1 -0.1
H -3.2824 0.9473 4.9581 0.1 -0.1 -0.4
H -2.7431 2.8990 3.5321 -0.2 -0.4 0.1
H -0.3655 2.6947 1.1921 -0.7 0.3 0.6
H -1.2605 3.6134 2.3396 0.3 0.5 -0.2
```
Forces are in eV/Å.

## Properties
* relative energy (zero: lowest compared OMol25 entry of this formula, charge and spin): 0.0 kcal/mol
* frontier orbital gap (spin up / spin down): 3.5 / 3.5 eV
* net charge: +4
* electronic energy: -2697.4162 Ha

***

No. 4
Molecular formula: C13H24Cl2N4Sn
Method: DFT, wB97M-V/def2-TZVPD

Structure (XYZ):
```
44
Properties=species:S:1:pos:R:3:forces:R:3
Sn 1.1378 0.3425 -0.7199 -1.6 -0.2 3.4
Cl 1.3166 -2.0791 -0.7932 -0.2 -0.4 0.2
Cl 2.4254 1.9837 0.5986 -0.1 0.4 0.5
C 2.5347 0.5323 -2.0981 -1.1 0.7 -3.7
H 3.0777 1.4758 -2.1076 0.3 -0.4 0.0
H 2.9918 -0.3696 -2.4983 0.3 0.4 0.0
C 0.0073 1.3927 -2.3182 -2.8 0.5 4.3
C 1.0353 0.8410 -3.0644 6.3 -1.2 -4.1
H 0.1721 2.4081 -1.9390 -0.1 -0.1 -0.4
C 0.7097 -0.4442 -3.8447 -0.1 0.3 0.2
H 1.4515 1.5877 -3.7727 -0.2 -0.4 -0.1
C -0.5438 -0.2107 -4.6847 0.2 0.0 0.0
H 1.5632 -0.7284 -4.4769 -0.2 0.2 0.2
H 0.5609 -1.2691 -3.1358 -0.1 0.0 -0.2
C -1.7428 0.1462 -3.8105 -0.3 -0.2 0.1
H -0.3466 0.6068 -5.3907 0.0 -0.1 0.1
H -0.7658 -1.1005 -5.2839 -0.1 0.1 0.1
C -1.4506 1.0717 -2.6025 -0.7 0.5 -0.1
H -2.5093 0.6211 -4.4345 0.1 -0.1 0.1
H -2.1948 -0.7797 -3.4322 0.1 0.1 -0.1
H -1.9636 2.0326 -2.7691 0.1 -0.3 0.0
H -1.9226 0.6467 -1.7024 0.1 0.2 -0.4
C -0.3666 1.1260 2.1372 0.0 -0.1 0.5
N 0.1826 -0.1046 1.4596 0.0 -0.3 0.7
C -0.9110 -1.1423 1.5276 0.0 -0.1 0.5
N -1.3178 -1.4287 2.9192 0.2 0.3 -0.2
C -1.7987 -0.1834 3.5502 0.4 0.0 -0.2
N -0.7576 0.8638 3.5353 0.0 -0.3 -0.4
C 0.4055 0.3536 4.2903 -0.1 -0.1 -0.4
N 0.9283 -0.8919 3.6954 -0.2 0.1 -0.4
C 1.3393 -0.6329 2.3049 -0.3 0.0 0.7
C -0.1541 -1.8934 3.7011 0.0 0.3 -0.3
H -1.2632 1.4531 1.5874 0.3 -0.1 0.1
H 0.3979 1.9096 2.1186 -0.2 -0.2 -0.1
H -0.5502 -2.0632 1.0579 -0.1 0.3 0.1
H -1.7910 -0.7616 0.9875 0.3 -0.1 0.1
H -2.0566 -0.4018 4.5963 0.0 0.1 -0.3
H -2.6834 0.1780 3.0088 0.2 -0.1 0.2
H 1.1975 1.1151 4.2975 -0.2 -0.2 0.0
H 0.0819 0.1357 5.3180 0.1 0.1 -0.2
H 1.6922 -1.5715 1.8579 -0.1 0.3 0.0
H 2.1395 0.1160 2.3105 -0.3 -0.2 -0.1
H -0.4760 -2.0467 4.7412 0.1 -0.1 -0.3
H 0.2176 -2.8365 3.2782 -0.1 0.2 0.1
```
Forces are in eV/Å.

## Properties
* relative energy (zero: lowest compared OMol25 entry of this formula, charge and spin): 0.0 kcal/mol
* frontier orbital gap: 8.5 eV
* electronic energy: -1863.4132 Ha